Version a
Entry from the Open Molecules 2025 dataset: 2 unconnected molecules or ions with the total composition C4H11N3 (ωB97M-V with the def2-TZVPD basis set).

Its spin multiplicity is 1. The SMILES is C=NC(=C)C.NN. The HOMO-LUMO gap is 0.34490 Ha. The calculation puts the LUMO energy at 0.98 eV.

Element x y z (Å)
C 1.90124 0.47070 1.47102
N 0.77313 0.98998 1.32938
C -0.43685 0.26643 0.73944
C -0.85296 -0.87127 1.31125
C -1.39858 1.30100 0.23236
H 2.08217 -0.55581 1.11637
H 2.74225 1.07827 1.79564
H -0.16813 -1.61937 1.67726
H -1.89679 -1.11582 1.40980
H -1.53477 2.09524 0.96326
H -2.37660 0.87885 0.01288
H -0.98040 1.76136 -0.66229
N 0.68196 -1.06474 -1.38369
N 0.14673 -0.09875 -2.28498
H 0.50302 -2.03375 -1.65554
H 0.82770 -1.09603 -0.37910
H -0.78393 -0.36640 -2.60981
H 0.77079 -0.01988 -3.08325

=====

Version b
Entry from the Open Molecules 2025 dataset: C4H11N3 in the gas phase (ωB97M-V with the def2-TZVPD basis set).

Its spin multiplicity is 1. The HOMO-LUMO gap is 0.33154 Ha. The calculation puts the LUMO energy at 1.02 eV.

Element x y z (Å)
C 0.97440 1.26507 -0.40360
C -1.06753 -0.06508 1.61899
N 0.74569 -0.15443 -0.15614
C -0.62019 -0.45012 0.22146
N 1.66868 -0.71462 0.79546
N -1.17268 -0.36699 -2.06353
C -1.62804 -0.49804 -0.81624
H 2.13913 -1.48703 0.33073
H 2.39185 -0.04912 1.06921
H -0.17858 -0.39146 -2.29187
H -1.81805 -0.48390 -2.82770
H -1.00432 -1.60161 0.05136
H 1.93825 1.38260 -0.90432
H 1.00384 1.84596 0.52889
H 0.18339 1.65663 -1.04139
H -1.11639 1.02192 1.70426
H -2.06064 -0.46208 1.81413
H -0.37880 -0.44769 2.37030

=====

Least stable = version a